1.
{
  "formula": "C5H9NO",
  "method": "ωB97M-V/def2-TZVPD",
  "symbols": ["C", "C", "C", "C", "C", "N", "O", "H", "H", "H", "H", "H", "H", "H", "H", "H"],
  "coordinates": [[-1.5212, -1.1906, -0.0409], [-0.5774, -0.1467, -0.6188], [-0.7565, 1.3476, -0.2259], [0.6638, 1.3720, 0.4211], [0.7790, -0.0857, 0.0254], [1.5584, -1.0749, 0.0248], [2.8108, -0.8946, 0.5798], [-2.4855, -1.1823, -0.5581], [-1.6953, -1.0171, 1.0275], [-1.0792, -2.1881, -0.1462], [-0.4677, -0.2990, -1.6990], [-0.8782, 2.0209, -1.0774], [-1.5728, 1.5136, 0.4820], [0.6863, 1.5673, 1.4988], [1.3951, 2.0309, -0.0587], [3.1403, -1.7733, 0.3656]],
  "forces_ev_per_a": [[-0.065, -0.007, 0.015], [-0.097, -0.060, -0.101], [-0.182, 0.173, -0.015], [0.114, 0.064, 0.065], [0.201, -0.456, -0.122], [-0.666, 0.226, -0.240], [0.133, -0.154, 0.030], [0.067, 0.011, 0.093], [0.017, 0.011, -0.141], [-0.090, 0.188, -0.013], [-0.122, 0.092, 0.108], [0.001, -0.044, 0.161], [0.118, 0.020, -0.077], [0.018, -0.105, -0.179], [-0.112, -0.127, 0.051], [0.667, 0.169, 0.366]],
  "smiles": "C[C@H]1CC/C1=N\\O",
  "total_charge": 0,
  "e_above_lowest_ev": 3.0679
}

***

2.
{
  "formula": "C2H5O2",
  "method": "ωB97M-V/def2-TZVPD",
  "symbols": ["C", "C", "O", "O", "H", "H", "H", "H", "H"],
  "coordinates": [[-2.4174, 0.3384, 0.0806], [2.5557, -0.1705, 0.0341], [1.3847, 0.0496, -0.0484], [-1.6762, -0.6192, -0.0646], [-3.2168, 0.0102, 0.6828], [-2.1297, 1.2559, -0.3307], [3.2434, 0.4612, -0.4078], [3.0975, -0.9629, 0.5194], [-0.8412, -0.3626, -0.4656]],
  "forces_ev_per_a": [[-0.400, -0.913, 0.762], [0.242, -0.301, 0.203], [-1.613, -0.474, 0.176], [1.213, -1.345, -0.060], [-1.793, 0.787, 0.475], [-0.124, 1.762, -0.373], [1.504, 1.951, -1.308], [-0.605, -1.215, 0.811], [1.575, -0.250, -0.686]],
  "total_charge": 1,
  "e_above_lowest_ev": 1.0897
}

***

3.
{
  "formula": "C4H5NO2",
  "method": "ωB97M-V/def2-TZVPD",
  "symbols": ["O", "C", "C", "C", "N", "C", "O", "H", "H", "H", "H", "H"],
  "coordinates": [[-0.2400, -0.7258, 2.1333], [0.6849, -0.1699, 1.5783], [1.3446, -0.4164, 0.2832], [-1.0459, -0.6968, -0.6549], [-0.9079, 0.6902, -1.0096], [0.2081, 1.2524, -0.9404], [1.3787, 0.5419, -0.6177], [1.3835, 0.5011, 2.1388], [-0.0707, -1.2255, -0.4582], [-1.5326, -1.2326, -1.4710], [-1.6191, -0.7903, 0.2689], [0.4165, 2.2715, -1.2507]],
  "forces_ev_per_a": [[0.498, 0.282, -0.263], [-0.334, -0.240, 0.163], [0.113, 0.285, 0.048], [-0.102, -0.099, 0.023], [0.514, 0.187, 0.056], [-0.469, -0.129, -0.025], [0.091, -0.213, 0.103], [-0.057, 0.044, 0.025], [-0.172, -0.041, -0.098], [-0.057, 0.069, 0.083], [0.009, -0.022, -0.205], [-0.034, -0.124, 0.091]],
  "total_charge": 0,
  "e_above_lowest_ev": 4.7972
}

***

4.
{
  "formula": "C39H35AsI2N2O7PS2V",
  "method": "ωB97M-V/def2-TZVPD",
  "symbols": ["V", "O", "C", "C", "C", "C", "C", "C", "C", "O", "N", "N", "C", "C", "C", "C", "C", "C", "C", "O", "H", "H", "H", "H", "H", "H", "H", "H", "H", "H", "C", "C", "C", "C", "C", "C", "P", "C", "C", "C", "C", "C", "C", "C", "C", "C", "C", "C", "C", "C", "C", "C", "C", "H", "H", "H", "H", "H", "H", "H", "H", "H", "H", "H", "H", "H", "H", "H", "H", "I", "I", "O", "S", "O", "O", "S", "C", "As", "C", "C", "O", "H", "H", "H", "H", "H", "H", "H", "H", "H"],
  "coordinates": [[-0.6270, -0.2571, -0.0708], [-3.0422, -0.4420, 3.4993], [-4.0140, -1.1754, 2.9246], [-5.2300, -1.2924, 3.5984], [-6.2648, -2.0262, 3.0591], [-6.1072, -2.6672, 1.8373], [-4.9065, -2.5769, 1.1671], [-3.8480, -1.8325, 1.6924], [-2.6008, -1.7106, 0.9340], [-1.6662, -0.9018, 1.3160], [-2.4316, -2.4382, -0.1459], [-1.1975, -2.2083, -0.6312], [-0.7514, -2.9004, -1.6277], [0.6388, -3.0463, -1.9301], [1.0138, -3.7834, -3.0630], [2.3257, -4.0907, -3.3318], [3.3138, -3.7077, -2.4269], [2.9874, -2.9738, -1.3137], [1.6587, -2.5712, -1.0423], [1.3953, -1.8608, 0.0035], [-2.2861, -0.3935, 2.8711], [-5.3328, -0.7860, 4.5450], [-7.2039, -2.0892, 3.5891], [-6.9244, -3.2291, 1.4110], [-4.7534, -3.0678, 0.2185], [-1.4658, -3.4989, -2.2044], [0.2338, -4.1127, -3.7377], [2.5828, -4.6441, -4.2219], [4.3414, -3.9950, -2.6030], [3.7419, -2.6977, -0.5876], [4.2661, -1.9948, 3.9352], [4.7716, -1.0576, 3.0496], [3.9417, -0.4618, 2.1141], [2.5958, -0.8068, 2.0585], [2.0952, -1.7555, 2.9427], [2.9265, -2.3488, 3.8747], [1.3985, 0.0762, 1.0008], [2.4315, 1.0623, -0.1187], [2.2521, 2.4424, -0.1788], [3.0370, 3.2047, -1.0273], [3.9999, 2.6040, -1.8227], [4.1661, 1.2286, -1.7799], [3.3887, 0.4614, -0.9295], [0.9059, 1.3453, 2.2504], [1.6650, 1.7739, 3.3122], [1.1512, 2.7244, 4.2061], [-0.0957, 3.2548, 4.0213], [-0.9064, 2.8481, 2.9418], [-2.2033, 3.3530, 2.7267], [-2.9486, 2.9024, 1.6717], [-2.4355, 1.9232, 0.8091], [-1.1836, 1.3926, 0.9759], [-0.3983, 1.8615, 2.0502], [4.9137, -2.4446, 4.6746], [5.8157, -0.7769, 3.0957], [4.3454, 0.2804, 1.4383], [1.0457, -2.0154, 2.8773], [2.5307, -3.0813, 4.5645], [1.4934, 2.9168, 0.4286], [2.8893, 4.2744, -1.0661], [4.6093, 3.2004, -2.4883], [4.8983, 0.7469, -2.4122], [3.5134, -0.6095, -0.8997], [2.6595, 1.3823, 3.4702], [1.7544, 3.0360, 5.0470], [-0.4889, 3.9928, 4.7074], [-2.5971, 4.1013, 3.4012], [-3.9423, 3.2905, 1.5008], [-3.0422, 1.6152, -0.0316], [-4.4963, -0.2781, -1.6139], [-6.0305, 1.8900, -1.5409], [-2.7455, 4.5210, -3.3080], [-2.3061, 3.1503, -3.2372], [-1.5364, 2.7239, -4.4130], [-3.3844, 2.2311, -2.8846], [-0.9769, 2.9790, -1.6863], [-1.6650, 0.1649, -3.8000], [-0.1439, 1.1023, -3.0065], [1.1443, 2.4330, -3.7780], [1.0712, -0.3368, -3.8180], [-0.0139, 0.3546, -1.4082], [-1.4109, 0.0965, -4.8616], [-2.5981, 0.7050, -3.6861], [-1.6896, -0.8316, -3.3438], [0.9369, 2.4270, -4.8460], [2.1510, 2.0716, -3.5731], [0.9855, 3.4287, -3.3745], [1.2650, -0.0876, -4.8677], [0.6240, -1.3310, -3.7853], [2.0242, -0.3770, -3.2867]],
  "forces_ev_per_a": [[0.082, -1.801, 3.092], [0.141, -0.012, -0.058], [0.083, -0.077, -0.210], [0.072, 0.060, 0.074], [0.157, 0.126, 0.044], [-0.050, -0.190, -0.183], [-0.010, 0.038, 0.172], [0.026, 0.175, 0.236], [-0.677, -1.584, -0.888], [-1.146, -0.596, 2.077], [-1.511, -0.304, 0.308], [1.097, 0.246, -0.622], [-0.491, -0.260, 0.253], [0.493, 0.263, 0.007], [-0.036, -0.019, 0.053], [-0.199, -0.174, -0.258], [-0.021, 0.176, 0.110], [0.172, -0.117, 0.041], [-0.239, -0.185, -0.090], [-0.048, -0.357, -0.609], [-0.275, 0.094, 0.185], [-0.015, 0.081, 0.111], [-0.083, -0.016, 0.049], [-0.052, -0.059, -0.048], [-0.043, -0.023, -0.048], [0.056, -0.086, 0.244], [-0.066, -0.050, -0.066], [0.016, -0.076, -0.067], [0.092, 0.014, 0.002], [0.036, 0.001, 0.020], [0.087, 0.011, 0.000], [0.087, -0.082, 0.137], [-0.149, 0.099, -0.185], [-0.228, -0.160, -0.076], [-0.061, 0.000, -0.089], [-0.086, -0.037, 0.064], [1.043, 1.449, 1.534], [0.137, 0.094, -0.048], [0.011, -0.085, -0.040], [0.070, 0.110, 0.008], [0.057, 0.013, 0.038], [0.071, 0.010, 0.000], [-0.156, -0.035, -0.013], [0.318, -0.011, 0.176], [-0.082, -0.257, -0.337], [-0.111, 0.278, 0.171], [0.101, 0.020, 0.089], [0.084, -0.167, -0.133], [-0.084, 0.065, -0.050], [0.034, 0.036, 0.200], [-0.035, -0.048, -0.109], [0.027, 0.587, 0.157], [-0.083, 0.177, 0.193], [0.039, -0.052, 0.032], [0.030, 0.007, -0.015], [-0.016, 0.009, 0.027], [-0.008, -0.101, 0.107], [-0.040, -0.040, 0.019], [0.022, 0.055, -0.008], [-0.035, 0.066, -0.032], [0.006, 0.049, -0.020], [0.070, -0.033, -0.046], [0.036, -0.030, -0.021], [0.059, -0.052, 0.041], [0.041, 0.063, 0.071], [-0.003, 0.062, 0.101], [-0.022, 0.056, 0.072], [-0.081, 0.050, -0.045], [-0.074, 0.015, -0.014], [-0.383, -0.189, 0.119], [-0.184, -0.170, 0.135], [0.038, 0.363, 0.027], [-0.704, 1.317, -0.099], [-0.115, 0.058, -0.279], [0.093, 0.167, -0.319], [-0.100, -0.165, -0.258], [-0.079, 0.085, -0.103], [1.292, 0.420, -2.734], [-0.241, -0.123, -0.035], [-0.113, -0.020, 0.423], [1.684, 0.924, -3.096], [0.072, -0.034, 0.202], [0.149, -0.272, 0.058], [0.150, 0.163, -0.042], [0.042, -0.082, -0.032], [-0.101, -0.100, 0.000], [-0.106, -0.176, -0.010], [-0.088, 0.156, 0.157], [0.012, 0.202, 0.022], [0.042, -0.002, -0.018]],
  "total_charge": -1,
  "spin_multiplicity": 2,
  "s2": 0.762,
  "e_above_lowest_ev": 5.9085
}

***

5.
{
  "formula": "BFH3O3P",
  "method": "ωB97M-V/def2-TZVPD",
  "symbols": ["O", "P", "O", "O", "B", "F", "H", "H", "H"],
  "coordinates": [[0.9205, -0.3384, 1.7667], [0.5835, -0.1797, 0.3636], [0.6262, -1.6158, -0.4194], [1.6850, 0.7462, -0.3636], [-1.2027, 0.5178, 0.0477], [-2.1405, 0.4750, 0.9277], [-0.2791, -1.9622, -0.3413], [1.2483, 1.3849, -0.9521], [-1.4412, 0.9723, -1.0293]],
  "forces_ev_per_a": [[-0.023, 0.013, 1.013], [0.915, -0.775, 0.518], [-0.691, 1.098, -0.222], [-1.082, -0.041, -0.523], [0.717, 0.373, -1.430], [-0.551, -0.190, 0.873], [0.451, -0.453, -0.117], [0.437, -0.180, -0.058], [-0.173, 0.155, -0.054]],
  "smiles": "O=P(O)(O)BF",
  "total_charge": 0,
  "e_above_lowest_ev": 0.2523
}

***

6.
{
  "formula": "C24H47FeN6STe",
  "method": "ωB97M-V/def2-TZVPD",
  "symbols": ["Fe", "C", "C", "N", "C", "C", "N", "C", "C", "C", "N", "C", "C", "N", "C", "H", "H", "H", "H", "H", "H", "H", "H", "H", "H", "H", "H", "H", "H", "H", "H", "H", "H", "H", "H", "H", "H", "H", "H", "C", "N", "C", "C", "S", "N", "C", "C", "H", "H", "H", "H", "H", "H", "H", "H", "H", "H", "H", "H", "C", "Te", "C", "H", "H", "H", "H", "H", "H", "C", "C", "C", "C", "C", "C", "C", "H", "H", "H", "H", "H"],
  "coordinates": [[0.5052, 1.2198, 0.0647], [-2.2180, 3.2279, 0.1755], [-2.6320, 2.1480, -0.8094], [-1.7713, 0.9586, -0.6818], [-1.8221, 0.1035, -1.8739], [-0.6002, 0.3198, -2.7566], [0.6044, 0.0975, -1.9674], [1.8460, -0.0241, -2.7313], [2.5706, 1.2971, -2.9686], [3.3834, 1.7701, -1.7629], [2.5745, 2.2180, -0.6327], [2.4044, 3.6562, -0.4970], [1.1878, 4.1310, -1.2798], [0.0165, 3.3128, -0.9377], [-1.0747, 4.0932, -0.3346], [-1.9023, 2.7451, 1.1023], [-3.0613, 3.8748, 0.4226], [-2.5253, 2.5111, -1.8380], [-3.6879, 1.8752, -0.6926], [-2.0442, 0.4215, 0.1356], [-2.7346, 0.2907, -2.4530], [-1.8444, -0.9395, -1.5613], [-0.5967, 1.3354, -3.1714], [-0.6600, -0.3595, -3.6221], [0.4679, -0.7613, -1.4253], [1.6456, -0.5203, -3.6926], [2.5071, -0.6855, -2.1647], [1.8596, 2.0672, -3.2816], [3.2594, 1.1599, -3.8075], [4.0746, 2.5641, -2.0734], [3.9997, 0.9325, -1.4253], [2.9127, 1.8197, 0.2383], [3.2958, 4.2138, -0.8167], [2.2377, 3.8679, 0.5624], [1.3748, 4.0865, -2.3563], [0.9900, 5.1803, -1.0420], [-0.3249, 2.8618, -1.7778], [-1.4563, 4.8233, -1.0642], [-0.6526, 4.6492, 0.5051], [-2.5690, -4.3302, -2.3060], [-1.4430, -3.6887, -1.6530], [-0.2973, -3.4991, -2.5231], [-1.4195, -3.3516, -0.3393], [-0.2837, -2.3386, 0.3415], [-2.4534, -3.9150, 0.4122], [-2.7090, -3.3292, 1.7204], [-2.4044, -5.3776, 0.4974], [-2.7647, -3.8112, -3.2471], [-3.4499, -4.2715, -1.6728], [-2.3513, -5.3772, -2.5377], [-0.0263, -4.4568, -2.9756], [0.5416, -3.1162, -1.9500], [-0.5422, -2.7958, -3.3248], [-2.8402, -2.2535, 1.6303], [-1.8957, -3.5144, 2.4282], [-3.6324, -3.7672, 2.0997], [-2.2808, -5.8308, -0.4826], [-3.3374, -5.7404, 0.9267], [-1.5720, -5.6957, 1.1362], [-1.2494, 1.1589, 3.4300], [0.4299, 2.2780, 2.7002], [-0.6672, 4.0850, 3.5808], [-1.2146, 1.0859, 4.5141], [-1.1675, 0.1680, 2.9867], [-2.1763, 1.6512, 3.1382], [-1.6884, 4.1489, 3.2009], [-0.1089, 4.9754, 3.2893], [-0.6855, 4.0083, 4.6668], [1.3238, 0.3952, 1.6330], [2.1005, -0.6013, 2.2798], [2.8546, -1.5378, 1.5255], [3.5638, -2.5634, 2.1178], [3.5989, -2.6936, 3.5039], [2.8956, -1.7723, 4.2776], [2.1595, -0.7646, 3.6886], [2.8524, -1.4339, 0.4450], [4.1107, -3.2637, 1.4965], [4.1643, -3.4887, 3.9707], [2.9158, -1.8534, 5.3586], [1.6098, -0.0652, 4.3086]],
  "forces_ev_per_a": [[0.191, 0.487, -0.411], [0.026, -0.041, 0.039], [0.035, -0.031, -0.029], [0.028, -0.040, 0.003], [-0.041, 0.024, -0.026], [-0.013, -0.039, -0.072], [-0.130, -0.168, 0.260], [-0.005, -0.017, -0.054], [0.038, -0.011, -0.016], [-0.084, -0.041, -0.002], [0.111, 0.060, 0.082], [-0.006, -0.011, 0.060], [0.013, 0.079, 0.000], [-0.124, -0.190, 0.025], [0.016, 0.052, -0.009], [-0.024, -0.001, 0.023], [-0.030, 0.018, -0.076], [-0.039, 0.032, -0.001], [0.026, 0.022, 0.033], [-0.033, 0.030, 0.009], [0.030, -0.031, 0.010], [0.050, -0.055, 0.037], [0.030, 0.006, 0.007], [0.020, 0.026, 0.039], [0.001, 0.001, -0.090], [0.018, 0.038, 0.016], [0.005, 0.001, -0.012], [-0.025, 0.009, 0.003], [0.003, 0.005, 0.005], [-0.010, 0.006, -0.028], [0.008, 0.004, -0.008], [-0.044, -0.056, -0.026], [-0.016, -0.004, 0.004], [-0.026, -0.011, -0.042], [0.049, -0.036, 0.023], [0.018, -0.009, -0.043], [-0.060, 0.137, -0.030], [0.000, 0.019, 0.057], [0.008, -0.028, 0.004], [-0.048, 0.112, -0.014], [0.127, -0.165, -0.050], [-0.036, 0.050, 0.040], [-0.206, 0.010, 0.097], [-0.042, 0.048, 0.030], [0.256, -0.049, -0.073], [-0.050, 0.072, 0.032], [-0.019, -0.025, -0.041], [-0.018, -0.015, -0.003], [0.018, 0.006, -0.064], [-0.037, 0.010, -0.027], [0.010, 0.027, -0.025], [-0.011, -0.040, 0.003], [0.027, 0.000, 0.000], [0.030, -0.010, 0.004], [-0.004, -0.008, -0.007], [0.009, 0.001, 0.024], [0.022, -0.011, 0.110], [0.002, -0.003, -0.001], [-0.030, -0.006, 0.015], [0.046, -0.026, -0.049], [-0.047, 0.144, 0.167], [0.060, -0.034, 0.019], [0.007, 0.011, 0.057], [-0.015, -0.046, -0.011], [-0.060, 0.002, -0.026], [-0.050, 0.007, -0.037], [0.013, 0.050, 0.010], [-0.032, 0.033, 0.062], [0.184, -0.556, -0.034], [-0.195, 0.287, 0.024], [0.066, -0.051, -0.107], [0.019, -0.020, 0.008], [-0.009, 0.008, -0.023], [-0.011, 0.005, 0.032], [-0.025, -0.002, 0.109], [-0.001, -0.001, -0.013], [0.006, -0.013, -0.007], [0.019, -0.022, 0.009], [0.002, -0.001, 0.006], [0.009, -0.015, -0.010]],
  "total_charge": 0,
  "energy_ha": -3200.94469,
  "spin_multiplicity": 6,
  "s2": 8.810
}